[1]
This record from the Open Molecules 2025 dataset describes C2H5N3 as an isolated structure in a non-equilibrium geometry. The level of theory is the ωB97M-V functional and the def2-TZVPD basis.

Last column: Mulliken charge in e.
Geometry (Å):
N1 0.07474 0.65246 0.68628  -0.069
N2 -1.18894 -0.44625 1.01126  -0.527
C1 -0.72360 -0.12874 -0.21110  0.415
N3 1.31786 0.13547 1.01266  -0.471
C2 -0.70204 -0.38241 -1.51186  -0.808
H1 -0.96684 0.64056 1.54138  0.429
H2 1.93938 0.88138 1.29436  0.260
H3 1.70191 -0.46068 0.28790  0.256
H4 0.00296 0.12012 -2.15429  0.264
H5 -1.45543 -1.01190 -1.95660  0.251

**Spin multiplicity**: 1
**Frontier orbital gap**: 9.4 eV
**Energy**: -6619.893 eV

=====

[2]
This record from the Open Molecules 2025 dataset describes a 2-piece molecular cluster, C2H9N2O overall in a non-equilibrium geometry. The level of theory is the ωB97M-V functional and the def2-TZVPD basis.

Last column: Mulliken charge in e.
Geometry (Å):
C1 -0.05968 0.76338 -0.57874  -0.632
N1 0.02570 0.03640 0.60450  -0.132
C2 0.54203 0.65305 1.63067  0.267
N2 0.69931 0.04046 2.80476  -0.357
H1 -1.04657 1.20322 -0.75687  0.309
H2 0.12790 0.09241 -1.43832  0.207
H3 0.59730 1.64592 -0.64191  0.293
H4 -0.48448 -0.82691 0.80364  0.272
H5 1.16050 1.51494 1.48404  0.278
H6 0.74667 -0.94314 2.90898  0.217
H7 0.80674 0.52373 3.73318  0.269
H8 -1.64379 -1.18934 -4.25076  0.324
H9 -0.30453 -1.90581 -3.68433  0.333
O1 -0.99111 -1.14395 -3.54175  -0.647

**Spin multiplicity**: 1
**Total charge**: +1
**Frontier orbital gap**: 10.1 eV
**Energy**: -7240.691 eV

=====

[3]
This record from the Open Molecules 2025 dataset describes a 10-piece molecular cluster, H20O10 overall in a non-equilibrium geometry. The level of theory is the ωB97M-V functional and the def2-TZVPD basis.

Last column: Mulliken charge in e.
Geometry (Å):
H1 0.50833 -0.29888 0.70320  0.142
H2 1.43462 -1.06752 -0.22482  0.504
H3 1.30055 2.56382 0.80197  0.305
H4 2.11951 1.52990 1.55720  0.356
H5 2.13546 1.35439 -1.96954  0.263
H6 1.56764 1.11661 -0.57990  0.186
H7 0.98296 -2.79696 0.27595  0.319
H8 1.41621 -4.20291 -0.10566  0.295
H9 -1.02881 1.71214 -3.57017  0.289
H10 -0.62136 0.25590 -3.72310  0.302
H11 -2.11779 -1.33732 -2.56566  0.288
H12 -0.73783 -1.84370 -2.95209  0.321
H13 1.47238 -1.45412 3.82579  0.318
H14 0.90955 -0.95985 2.50331  0.282
H15 -2.04014 -0.70168 2.88254  0.308
H16 -2.21910 -1.53970 1.62725  0.317
H17 -2.96503 0.47759 -2.00666  0.283
H18 -2.49143 1.63459 -1.14232  0.291
H19 -1.25417 3.14049 2.74315  0.305
H20 0.22384 2.79419 2.66837  0.320
O1 0.56502 -0.65320 -0.19136  -0.705
O2 2.07528 2.47402 1.36830  -0.609
O3 1.95386 0.65439 -1.33235  -0.513
O4 1.55690 -3.27663 -0.33191  -0.614
O5 -0.66294 0.96952 -3.07657  -0.541
O6 -1.67576 -1.99425 -3.11525  -0.625
O7 1.65842 -1.43534 2.88027  -0.559
O8 -1.93968 -1.59990 2.54774  -0.628
O9 -2.95663 1.44044 -1.96383  -0.589
O10 -0.39890 3.37382 3.12138  -0.610

**Spin multiplicity**: 1
**SMILES**: O.O.O.O.O.O.O.O.O.O
**Frontier orbital gap**: 10.1 eV
**Energy**: -20798.053 eV